The following is a DFT calculation (wB97M-V/def2-TZVPD) of a structure of composition C22H44N3OP3RuSe.

Values from the calculation:
- Relative energy (zero: lowest compared OMol25 entry of this formula, charge and spin): 272.4 kJ/mol
- ⟨S²⟩: 8.771
- Lowest unoccupied orbital energy (alpha / beta): -0.30626 / -0.47779 Ha
- Gap between HOMO and LUMO (alpha / beta): 6.5 / 4.2 eV
- Highest occupied orbital energy (alpha / beta): -14.850 / -17.242 eV
- E_tot: -125809.4724 eV

ORCA input file:
```
! wB97M-V def2-TZVPD RIJCOSX def2/J DEFGRID3
* xyz 3 6
Ru -0.2465 -0.4331 0.3179
P -1.5183 -2.2426 0.2747
P 1.5179 -0.7210 1.8428
P 1.1770 -1.1898 -1.1813
H -2.6063 1.6355 -2.4069
C -2.4552 0.5807 -2.6296
C -1.9297 -0.2897 -1.7621
H -1.5133 0.1599 -0.7854
C -3.0734 -1.4336 0.7423
C -1.0277 -3.1360 1.7606
C -1.8226 -3.4559 -1.0403
C 2.9521 0.4184 1.7323
C 1.2386 -0.5470 3.6454
C 2.4570 -2.3091 1.9086
C 0.5841 -1.1433 -2.9070
C 1.6092 -2.9772 -1.0583
C 2.8999 -0.6009 -1.4502
H -2.8068 0.3503 -3.6531
H -2.0037 -1.3575 -2.0124
H -3.2363 -0.4795 0.2082
H -3.0187 -1.2604 1.8337
H -3.8743 -2.1604 0.5492
H -1.2385 -2.4601 2.6170
H 0.0354 -3.4194 1.7017
H -1.6494 -4.0418 1.7769
H -2.1162 -2.9790 -1.9853
H -2.6662 -4.0490 -0.6586
H -0.9357 -4.0864 -1.1913
H 3.7581 0.0379 2.3740
H 2.6456 1.4185 2.0565
H 3.3595 0.5024 0.7256
H 2.1952 -0.7094 4.1502
H 0.5543 -1.2965 4.0316
H 0.8728 0.4506 3.9090
H 2.9511 -2.3405 2.8927
H 3.2258 -2.3221 1.1219
H 1.8011 -3.1845 1.8302
H 1.2791 -1.7575 -3.4930
H 0.5426 -0.1019 -3.2652
H -0.3901 -1.6226 -3.0169
H 1.6409 -3.3668 -2.0838
H 0.8822 -3.5609 -0.4837
H 2.6000 -3.0612 -0.5978
H 3.2558 -1.0786 -2.3738
H 3.5222 -0.9501 -0.6159
H 2.9765 0.4859 -1.5796
C 1.4157 2.8012 -2.5006
C 0.2538 2.3269 -3.1287
C 0.2488 2.0983 -4.5038
C 1.3300 2.5654 -5.2806
C 2.4949 3.0075 -4.6216
C 2.5439 3.1588 -3.2479
Se 1.7103 3.0581 -0.6317
H 2.5963 1.8838 -0.4673
H -0.6256 2.0487 -2.5454
H -0.6165 1.5569 -4.9150
H 1.2623 2.5829 -6.3848
H 3.4015 3.2295 -5.1923
H 3.4513 3.4511 -2.7096
C -2.2217 1.2207 5.1393
N -2.0739 1.6744 3.7482
C -2.5789 2.8790 3.3240
C -2.3528 3.2820 2.0360
C -1.7124 2.3604 1.2003
N -1.4016 1.1096 1.5717
C -1.7117 0.6873 2.8182
O -1.5924 -0.4868 3.2218
N -1.4657 2.7135 -0.0733
H -2.3899 2.0998 5.7781
H -1.2991 0.7360 5.5179
H -3.0703 0.5055 5.2157
H -3.0467 3.4856 4.1161
H -2.7058 4.2339 1.6771
H -1.4067 3.6939 -0.3081
H -0.8422 2.1210 -0.6252
*
```